Entry 1:
100
Properties=species:S:1:pos:R:3 method="wB97M-V/def2-TZVPD" homo_lumo_gap_ev=7.07 charge=+1
C 4.7419 2.2854 2.4364
O 3.9747 3.0755 1.5543
C 2.6578 2.6070 1.4015
C 2.0317 3.2949 0.1975
C 2.1843 2.5099 -1.1139
C 0.9416 1.6972 -1.4847
C 0.7694 0.4765 -0.5705
C -0.4778 -0.3064 -0.9874
C -0.9063 -1.4795 -0.0931
C -0.1666 -2.8033 -0.4742
F -0.7411 -3.7807 0.3042
F -0.4161 -3.1491 -1.7577
C 1.3949 -2.9537 -0.2998
F 1.8619 -2.2068 0.7185
F 1.5686 -4.2532 0.0226
C 2.2537 -2.7468 -1.5939
F 1.6980 -1.7808 -2.3581
F 2.1867 -3.8802 -2.2929
C 3.7865 -2.3290 -1.4499
F 3.7924 -0.9801 -1.4170
F 4.3238 -2.7261 -2.6113
C 4.8442 -2.7454 -0.3442
F 5.9783 -2.2718 -0.8905
F 4.6548 -2.0644 0.7953
C 5.0972 -4.2750 -0.0427
F 4.3310 -5.0219 -0.8634
F 6.3847 -4.5378 -0.3271
C 4.9269 -4.7075 1.4524
F 3.7917 -4.2271 1.9935
F 5.9682 -4.2014 2.1375
C 4.9086 -6.2478 1.6663
F 4.8575 -6.4682 2.9685
F 3.8346 -6.7771 1.1083
F 5.9876 -6.8156 1.1712
C -0.6786 -1.2548 1.4123
N -1.7936 -0.5680 2.0847
C -2.6348 0.2771 1.2492
C -3.3310 -0.6289 0.2185
C -4.6208 -1.2347 0.8140
C -4.4766 -2.0655 2.1036
C -5.4471 -3.2436 2.0905
I -4.8970 -0.8764 3.8403
S -3.9474 0.3789 -1.2345
O -5.3572 0.1824 -1.3505
O -3.1096 0.1020 -2.3676
C -3.7397 2.2421 -0.9474
F -4.2614 2.6620 -2.1002
F -2.4540 2.5789 -0.9170
C -4.5070 2.9192 0.2264
F -5.5412 2.1445 0.6006
F -3.6605 3.0393 1.2703
C -5.0398 4.3404 -0.1243
F -6.1040 4.2555 -0.8930
F -5.3650 4.9360 1.0070
F -4.0912 5.0367 -0.7317
N -2.4365 -1.7741 -0.1925
C -2.9848 -2.4792 -1.4132
S -3.3038 -4.2737 -1.2354
O -2.4499 -4.9828 -2.1257
O -4.7294 -4.3698 -1.2682
H 5.6835 2.8006 2.6136
H 4.9363 1.2930 2.0122
H 4.2348 2.1527 3.3995
H 2.6671 1.5117 1.2918
H 2.0713 2.8196 2.3084
H 0.9616 3.4273 0.3902
H 2.4914 4.2807 0.1221
H 2.4908 3.1440 -1.9452
H 3.0123 1.8069 -0.9674
H 1.0709 1.3391 -2.5092
H 0.0611 2.3331 -1.3996
H 1.6919 -0.0828 -0.6322
H 0.6104 0.8589 0.4407
H -0.4021 -0.6712 -2.0124
H -1.2602 0.4377 -1.0324
H 0.2580 -0.7266 1.5556
H -0.5534 -2.2145 1.9159
H -1.4288 -0.0419 2.8663
H -2.0548 1.0709 0.7823
H -3.4237 0.6896 1.8694
H -5.1209 -1.8606 0.0703
H -5.3142 -0.4154 0.9937
H -3.4629 -2.4219 2.2847
H -5.3374 -3.8504 2.9859
H -5.3265 -3.8385 1.1830
H -6.4735 -2.8700 2.0888
H -2.5606 -2.4385 0.5853
H -3.9866 -2.1125 -1.6252
H -2.3973 -2.2889 -2.3042
H -2.9099 -4.4780 0.0484
N 1.8074 6.2851 -2.1879
C 0.6885 6.8268 -1.6130
C 1.0464 8.0197 -1.0462
C 2.4350 8.2056 -1.2906
C 2.8754 7.1202 -1.9978
H 1.8392 5.4108 -2.6767
H -0.2612 6.3214 -1.6586
H 0.3880 8.6883 -0.5180
H 3.0387 9.0424 -0.9838
H 3.8506 6.8728 -2.3797


Entry 2:
77
Properties=species:S:1:pos:R:3 method="wB97M-V/def2-TZVPD" spin_multiplicity=2 homo_lumo_gap_ev="8.37 / 8.38" charge=+1
Mn -0.5148 0.5279 0.2233
C -0.5676 2.5936 -0.3883
C 0.1680 1.8483 -1.3557
C -0.6972 0.8854 -1.9422
C -1.9750 1.0295 -1.3379
C -1.8971 2.0662 -0.3774
C -3.0368 2.5624 0.4578
C -3.2201 0.2747 -1.6837
C -0.3473 0.0501 -3.1342
C 1.5194 2.1795 -1.9164
C -0.1454 3.9141 0.1911
H -2.6870 3.0505 1.3676
H -3.7015 1.7480 0.7513
H -3.6359 3.2906 -0.0943
H -2.9987 -0.6321 -2.2443
H -3.8703 0.8949 -2.3049
H -3.7885 -0.0011 -0.7931
H -1.0773 -0.7397 -3.3001
H 0.6346 -0.4103 -3.0229
H -0.3305 0.6717 -4.0336
H 2.1811 1.3109 -1.9299
H 2.0038 2.9898 -1.3699
H 1.4199 2.5186 -2.9502
H -0.2609 4.6990 -0.5602
H 0.9010 3.9206 0.5054
H -0.7565 4.1997 1.0469
N -1.1756 -2.6012 -1.3894
C -1.8870 -2.3039 -0.2891
N -1.6171 -1.2835 0.4911
C -2.5231 -1.2262 1.5469
C -3.4858 -2.1691 1.5443
S -3.2732 -3.2239 0.1959
C -2.2585 -0.1876 2.5306
C -2.8081 0.0104 3.7456
S -2.0224 1.3275 4.5359
C -1.0131 1.5400 3.1454
N -1.2434 0.6875 2.1845
N -0.0374 2.4776 3.1052
H -0.2666 -2.1498 -1.4708
H -1.3932 -3.4193 -1.9274
H -4.2904 -2.3107 2.2453
H -3.5883 -0.5493 4.2321
H -0.0906 3.2618 3.7320
H 0.3797 2.6495 2.2027
N 2.7875 1.9345 1.0439
C 2.4644 1.0027 1.9826
N 1.5161 0.1345 1.8148
C 1.3985 -0.6668 2.9537
C 0.5311 -1.7429 3.1080
C 0.5253 -2.4382 4.3037
C 1.3796 -2.0839 5.3496
C 2.2656 -1.0302 5.2046
C 2.2624 -0.3373 4.0029
S 3.2805 0.9952 3.5231
H 2.4859 1.6899 0.1105
H 3.7099 2.3374 1.0952
H -0.1184 -2.0243 2.2900
H -0.1507 -3.2741 4.4283
H 1.3582 -2.6410 6.2761
H 2.9425 -0.7578 6.0034
C 2.7073 -3.4619 -1.1304
S 2.2583 -2.1137 -0.0358
O 1.2539 -1.3037 -0.8151
C 3.8029 -1.2290 -0.1111
C 4.1597 -0.5235 -1.2515
C 5.3491 0.1866 -1.2600
C 6.1701 0.1789 -0.1367
C 5.8049 -0.5335 0.9966
C 4.6096 -1.2405 1.0160
H 2.9709 -3.0541 -2.1052
H 1.8424 -4.1189 -1.2085
H 3.5471 -4.0026 -0.6960
H 3.5054 -0.5275 -2.1149
H 5.6424 0.7392 -2.1428
H 7.1019 0.7289 -0.1494
H 6.4429 -0.5311 1.8703
H 4.2957 -1.7782 1.9039


Entry 3:
73
Properties=species:S:1:pos:R:3 method="wB97M-V/def2-TZVPD" de_lowest_ev=0.8337 homo_lumo_gap_ev=6.71 charge=-1
Pt 0.4219 0.8570 -0.7234
O 0.5809 2.5797 5.1524
C 0.7624 2.4665 3.8078
C 1.7191 1.6454 3.2450
C 1.8314 1.5727 1.8624
N 0.9973 2.2307 1.0409
C 0.1186 3.0705 1.6063
C -0.0318 3.2322 2.9706
C -0.6646 4.0347 0.7597
O -0.8285 5.1710 1.1087
O -1.1773 3.6633 -0.4406
C 2.9899 0.7214 1.2770
O 3.2691 -0.2844 1.9658
O 3.5087 1.1631 0.2399
H 1.2013 1.9861 5.5904
H 2.3872 1.0243 3.8296
H -0.7535 3.9358 3.3594
C -3.5796 2.6266 3.9845
C -3.7487 3.5400 2.9537
C -3.3728 3.2139 1.6585
C -2.8046 1.9716 1.3726
C -2.6632 1.0513 2.4151
C -3.0421 1.3759 3.7062
C -2.3257 1.6051 0.0316
C -1.5264 2.3518 -0.7574
C -1.0248 1.9267 -2.0822
C 0.2106 2.4421 -2.5381
C 0.7138 2.0142 -3.7771
C -0.0020 1.1406 -4.5676
C -1.2525 0.6730 -4.1395
C -1.7528 1.0504 -2.9160
H -3.8621 2.8866 4.9967
H -4.1695 4.5171 3.1564
H -3.5069 3.9359 0.8630
H -2.2048 0.0914 2.2043
H -2.8994 0.6577 4.5042
H -2.4993 0.5882 -0.2944
H 0.6966 3.2476 -2.0051
H 1.6732 2.3904 -4.1094
H 0.3956 0.8257 -5.5243
H -1.8251 0.0027 -4.7691
H -2.7207 0.6959 -2.5825
C 3.2906 -3.2747 -1.8600
C 2.5373 -2.0106 -2.2542
C 3.4583 -0.7939 -2.2782
Sb 0.8388 -1.5378 -0.9900
C -0.6993 -2.6877 -2.0096
C -0.2803 -4.0677 -2.5038
C -1.9614 -2.7418 -1.1549
C 1.2026 -2.6440 0.8464
C 0.2701 -2.0971 1.9219
C 1.1215 -4.1655 0.7768
H 4.1552 -3.4190 -2.5177
H 2.6685 -4.1688 -1.9273
H 3.6699 -3.2011 -0.8383
H 2.0947 -2.1457 -3.2481
H 3.8541 -0.5602 -1.2863
H 2.9225 0.1000 -2.6025
H 4.3001 -0.9654 -2.9596
H -0.8956 -2.0497 -2.8783
H -0.0432 -4.7384 -1.6764
H 0.5963 -4.0151 -3.1518
H -1.0895 -4.5318 -3.0803
H -1.8131 -3.3678 -0.2712
H -2.8035 -3.1612 -1.7168
H -2.2496 -1.7461 -0.8078
H 2.2182 -2.3273 1.1016
H -0.7749 -2.3577 1.7167
H 0.3469 -1.0128 1.9924
H 0.5359 -2.5149 2.8984
H 0.1084 -4.5022 0.5408
H 1.3849 -4.5991 1.7483
H 1.7967 -4.5874 0.0337


Entry 4:
83
Properties=species:S:1:pos:R:3 method="wB97M-V/def2-TZVPD" de_lowest_ev=0.9906 homo_lumo_gap_ev="5.18 / 5.36" charge=+1
Sn -1.0743 -0.6649 -1.1115
O 4.2509 -3.6600 -5.7590
N 4.0984 -2.7954 -4.8651
O 5.0618 -2.1052 -4.4592
C 2.8423 -2.7475 -4.2698
C 1.8909 -3.7108 -4.6092
C 0.6274 -3.6792 -3.8576
C -0.3729 -4.6970 -4.0402
C -1.5787 -4.5840 -3.4193
C -1.8973 -3.4155 -2.7269
N -0.9507 -2.4655 -2.4583
C 0.2671 -2.6034 -3.0363
C 1.3051 -1.6102 -2.8045
N 1.0269 -0.7447 -1.7457
C 1.8644 0.2672 -1.3984
C 3.0183 0.4260 -2.1634
C 3.2762 -0.4313 -3.2020
C 2.5312 -1.5741 -3.4303
H 2.1482 -4.5206 -5.3028
H -0.1277 -5.6644 -4.5064
H -2.2958 -5.4091 -3.5573
H -2.8532 -3.1970 -2.2334
H 1.6191 0.9809 -0.5482
H 3.7440 1.1715 -1.8439
H 4.1979 -0.3719 -3.7476
C 0.6017 4.8743 1.1610
O -0.1587 3.8046 1.7876
C 0.2991 2.5310 1.4766
O 1.2278 2.4239 0.6877
C -0.3817 1.4749 2.1476
C -1.3739 1.7337 3.0383
As -1.1045 1.4309 4.9904
C -2.6845 0.2375 5.3380
C 0.2490 0.1061 4.6947
C 1.0643 0.0225 3.5681
As 0.3863 -0.3145 1.7197
C -1.2597 -1.3174 2.2951
C 2.5706 0.1431 3.5594
O 3.1986 -0.1285 2.5671
O 3.1261 0.4369 4.7547
C 4.5687 0.5865 4.7148
C 0.3294 -0.7904 5.8647
O -0.2471 -0.5278 6.9390
O 1.1144 -1.8623 5.7194
C 0.7417 -2.8175 6.8963
C -2.6751 2.1448 2.5552
O -3.3077 1.7191 1.6196
O -3.1535 3.1096 3.3978
C -4.3573 3.7475 2.8982
H 1.2817 5.3111 1.9463
H -0.1389 5.6374 0.9504
H 1.1166 4.5333 0.2730
H -3.5866 0.6105 4.7949
H -2.8296 0.2892 6.4643
H -2.3810 -0.7668 5.0335
H -0.8682 -1.8854 3.1598
H -1.7394 -1.9092 1.4904
H -2.0101 -0.6426 2.5711
H 4.7318 1.2216 5.5764
H 4.8133 1.0063 3.7064
H 4.9688 -0.3738 4.9253
H 1.3077 -2.4185 7.7697
H 1.0324 -3.8433 6.5693
H -0.3371 -2.8211 6.9917
H -4.7071 4.3782 3.7549
H -5.0336 2.9642 2.5904
H -4.0972 4.4634 2.1216
C -2.3901 -0.3573 -5.3406
Ge -1.4940 1.1049 -4.3969
C -2.1759 2.7727 -5.2570
C 0.4325 1.0576 -4.8868
C -1.5884 1.0288 -2.4284
H -2.0091 -0.4076 -6.4322
H -3.4821 -0.1690 -5.2478
H -2.1267 -1.2568 -4.8116
H -2.7726 2.4594 -6.1012
H -1.4721 3.6121 -5.6283
H -2.8867 3.1842 -4.5271
H 0.7069 1.5054 -5.8300
H 0.7225 0.0323 -4.9435
H 1.0163 1.5159 -4.0635
H -2.5609 1.4668 -2.0848
H -0.8365 1.7335 -2.0041


Entry 5:
84
Properties=species:S:1:pos:R:3 method="wB97M-V/def2-TZVPD" spin_multiplicity=2 de_lowest_ev=0.3680 homo_lumo_gap_ev="7.50 / 7.43" charge=+1
Cr -0.4589 0.1984 0.7740
Br -0.4889 -5.8281 3.7560
C -0.4487 -4.1223 2.9801
C 0.6482 -3.2981 3.1579
C 0.6229 -2.0505 2.5619
N -0.4055 -1.6163 1.8385
C -1.4580 -2.4243 1.6537
C -1.5191 -3.6890 2.2138
C -2.5271 -1.8704 0.7870
C -3.7405 -2.5082 0.5852
C -4.6799 -1.8993 -0.2292
Br -6.3297 -2.7339 -0.5408
C -4.3979 -0.6741 -0.8090
C -3.1604 -0.1153 -0.5607
N -2.2440 -0.6958 0.2094
H 1.5025 -3.6152 3.7374
H 1.4507 -1.3611 2.6543
H -2.3661 -4.3385 2.0558
H -3.9655 -3.4520 1.0572
H -5.1161 -0.1662 -1.4358
H -2.8963 0.8414 -0.9880
C -3.0044 -2.6032 -3.8021
C -1.6258 -2.6749 -3.2440
N -1.1065 -1.8629 -2.3480
C 0.1888 -2.2850 -2.1626
C 0.4477 -3.3743 -2.9643
N -0.7192 -3.5996 -3.6319
C 1.5769 -4.3059 -3.2607
O 2.7254 -4.0843 -2.6618
O 1.3866 -5.2105 -4.0363
C 1.1293 -1.6249 -1.2253
O 2.3190 -1.9571 -1.2170
O 0.6788 -0.7089 -0.4509
H -3.7156 -2.3762 -3.0104
H -3.2900 -3.5462 -4.2655
H -3.0748 -1.8190 -4.5570
H -0.8217 -4.3567 -4.2933
H 2.6583 -3.2818 -2.0715
N 0.1603 4.8720 -4.4811
C -0.5057 5.0869 -3.3351
S -1.3382 6.4542 -2.9972
C -0.4824 3.9423 -2.3748
C -0.6012 2.6265 -2.8101
C -0.6267 1.6058 -1.8775
N -0.5170 1.8293 -0.5624
C -0.3825 3.0949 -0.1455
C -0.3764 4.1710 -1.0090
H 0.1870 5.6094 -5.1664
H 0.7760 4.0852 -4.5967
H -0.7150 2.3889 -3.8594
H -0.7496 0.5710 -2.1784
H -0.2643 3.2337 0.9196
H -0.2942 5.1803 -0.6319
C -3.5970 1.4317 2.8087
C -2.2730 2.0431 2.3785
C -1.6519 2.8826 3.4829
O -1.3839 1.0014 2.0335
H -4.3037 2.2120 3.0945
H -3.4377 0.7759 3.6662
H -4.0433 0.8481 2.0017
H -2.4449 2.6773 1.4975
H -1.5314 2.2805 4.3848
H -2.2875 3.7375 3.7160
H -0.6665 3.2488 3.1910
C 3.7095 0.3812 3.8441
N 4.0790 0.6683 2.4639
C 5.4594 1.1355 2.3291
C 3.1465 0.9566 1.5266
S 1.5464 1.3146 2.0173
N 3.5410 0.9744 0.2467
C 4.6037 0.1121 -0.2682
C 2.7850 1.6859 -0.7730
H 4.5279 -0.1734 4.3016
H 2.8034 -0.2135 3.8870
H 3.5401 1.3002 4.4099
H 5.6956 1.7629 3.1900
H 5.5746 1.7347 1.4327
H 6.1644 0.3039 2.3010
H 4.8820 -0.6238 0.4803
H 5.4843 0.6855 -0.5624
H 4.2102 -0.4206 -1.1319
H 2.3260 2.5724 -0.3411
H 2.0133 1.0533 -1.2070
H 3.4838 1.9895 -1.5524


Entry 6:
77
Properties=species:S:1:pos:R:3 method="wB97M-V/def2-TZVPD" homo_lumo_gap_ev="5.39 / 6.31" charge=-1
Zn 0.3397 -0.9419 1.6405
C 0.4215 -2.6690 -0.9129
C -0.9719 -2.3881 -0.4442
C -2.0760 -2.8798 -1.1276
C -3.3447 -2.5832 -0.6405
C -3.4821 -1.8042 0.5152
C -4.7449 -1.4787 1.0448
C -4.8435 -0.7009 2.1972
C -3.6858 -0.2460 2.8240
C -2.4348 -0.5728 2.2931
S -1.0143 -0.0050 3.0765
C -2.3053 -1.3463 1.1458
N -1.0805 -1.6358 0.6710
H 0.4291 -3.2826 -1.8193
H 0.9755 -3.2037 -0.1350
H 0.9368 -1.7289 -1.1336
H -1.9578 -3.4814 -2.0205
H -4.2198 -2.9585 -1.1608
H -5.6519 -1.8290 0.5626
H -5.8136 -0.4464 2.6104
H -3.7572 0.3607 3.7227
Br 3.5277 1.0481 -4.6129
C 2.9184 0.1650 -3.0574
C 2.0420 0.8099 -2.1925
C 1.5982 0.1465 -1.0450
C 2.0151 -1.1568 -0.7422
C 2.8982 -1.7860 -1.6283
C 3.3492 -1.1299 -2.7814
N 1.4960 -1.7083 0.4392
C 1.7879 -2.8935 0.8470
C 1.1816 -3.3556 2.0961
C 1.4445 -4.6186 2.6037
C 0.8230 -4.9714 3.7974
C -0.0226 -4.0573 4.4223
C -0.2155 -2.8188 3.8265
N 0.3704 -2.4445 2.6712
H 1.6967 1.8197 -2.3936
H 0.9118 0.6487 -0.3658
H 3.2570 -2.7928 -1.4499
H 4.0344 -1.6399 -3.4532
H 2.4615 -3.5923 0.3283
H 2.1068 -5.3089 2.0958
H 0.9941 -5.9491 4.2394
H -0.5214 -4.3031 5.3537
H -0.8658 -2.0742 4.2770
C 1.5320 3.5240 0.7489
C 0.0288 3.5320 1.0378
C -0.4674 4.9854 0.9653
C -0.2739 2.9938 2.4396
O -0.7367 2.8352 0.0648
P -0.3730 1.3493 -0.4748
O -1.5928 0.8031 -1.1718
O 0.3002 0.5633 0.6212
O 0.7571 1.7316 -1.5740
C 0.4606 2.1766 -2.8902
C -0.5920 3.2872 -2.9343
C 1.7849 2.7478 -3.4230
C 0.0612 0.9922 -3.7756
H 2.0771 4.1543 1.4601
H 1.7380 3.8938 -0.2611
H 1.9556 2.5177 0.8125
H 0.0393 5.6267 1.6942
H -1.5470 5.0396 1.1489
H -0.3034 5.4039 -0.0346
H 0.1546 3.6368 3.2161
H 0.1320 1.9902 2.5899
H -1.3550 2.9225 2.6047
H -0.3073 4.1218 -2.2850
H -1.5706 2.9375 -2.5934
H -0.7188 3.6748 -3.9511
H 2.1303 3.5796 -2.7980
H 1.6894 3.1076 -4.4529
H 2.5773 1.9904 -3.3935
H -0.9184 0.5900 -3.5049
H 0.7774 0.1691 -3.6720
H 0.0134 1.2803 -4.8314
H 1.5394 -0.3739 2.4330


Computed values of E_tot (unit: eV) for the preceding records, in sequence: -141365.4259; -117324.7999; -53191.1017; -240648.6779; -244028.6927; -182918.1709.